Below is a structure of composition C13H37AgN2O6 at a distorted geometry, with properties calculated with ωB97M-V/def2-TZVPD.

Values from the calculation:
- orbital gap (spin up / spin down) (hartree) = 0.3129 / 0.2872
- spin multiplicity = 2
- HOMO level (spin up / spin down) (eV) = -10.92 / -10.91
- total charge = +1
- E_tot (hartree) = -1225.09902

```
59
Properties=species:S:1:pos:R:3:forces:R:3
Ag -0.20778 0.25875 -1.82185 -1.06 -0.52 -0.58
C 1.04358 1.28058 2.61078 0.54 -0.37 -0.15
C 2.15790 0.36705 1.95438 0.70 1.98 1.52
C 3.05935 -0.10109 3.16675 -0.16 -0.68 -1.15
C 2.42845 -1.22440 3.96688 -1.22 0.38 -0.39
C 2.01330 -2.42137 3.07595 -0.09 0.66 0.41
C 1.05397 -2.05911 1.83204 1.35 -1.35 1.20
N 1.67676 -0.84221 1.21110 -3.41 1.97 -3.48
O 1.02029 -0.47405 0.00302 2.72 -1.63 4.36
C -0.42522 -1.99653 2.28438 0.63 1.43 1.00
C 1.22756 -3.26045 0.89673 0.80 0.51 -0.28
C 3.00246 1.34251 1.02316 0.24 -2.24 -0.44
H 0.46885 0.74702 3.36781 -0.59 -0.10 -0.58
H 0.50195 1.87228 1.87278 -0.56 -0.65 -0.08
H 1.49145 2.06076 3.22627 0.72 -0.07 -0.14
H 3.30888 0.68659 3.87767 -0.14 0.41 -0.48
H 3.99662 -0.48459 2.76357 0.23 0.08 -0.14
H 1.51944 -0.83726 4.42723 -0.16 0.09 0.20
H 3.09790 -1.40074 4.80882 -0.02 -0.81 -0.16
H 1.49798 -3.16990 3.67784 -0.13 0.02 0.00
H 2.94492 -2.89919 2.77287 -0.10 -0.05 -0.65
H -1.17271 -1.77171 1.52358 0.35 -0.08 -0.21
H -0.45929 -1.21594 3.04439 -0.38 0.41 -0.10
H -0.74162 -2.84915 2.88525 0.35 -0.51 -0.53
H 1.15371 -4.18168 1.47464 -0.21 0.04 -0.06
H 2.25015 -3.18948 0.52609 0.03 -0.30 -0.23
H 0.56376 -3.29421 0.03283 -0.15 0.13 0.16
H 2.49255 1.68425 0.12243 -0.62 0.50 0.69
H 3.76415 0.74038 0.52780 0.40 -0.37 0.26
H 3.57450 2.08983 1.57305 -0.61 0.15 0.13
O -0.10318 -1.52450 -3.77230 -0.13 -0.07 -0.05
H 0.43709 -1.25632 -4.51555 0.18 0.16 -0.26
H 0.11445 -2.44688 -3.63784 0.03 -0.32 0.02
O -1.53042 -1.49347 -1.22708 -0.44 -0.74 0.38
H -1.21608 -2.38097 -1.05455 0.24 -0.27 0.11
H -2.44043 -1.61001 -1.50007 -0.31 0.05 -0.19
O 0.36889 2.31980 -1.10289 0.25 1.12 0.28
H -0.19238 2.96453 -0.67215 -0.39 0.14 0.17
H 1.19402 2.78148 -1.25205 0.26 0.18 0.05
O 1.76914 0.59330 -2.69863 1.29 0.17 -0.82
H 2.22551 1.43421 -2.72736 0.13 0.26 -0.14
H 2.46289 -0.05169 -2.56106 0.21 -0.34 0.12
C -3.94711 2.22245 -3.88812 0.99 0.27 0.33
C -2.78046 1.98391 -2.91332 -1.52 1.28 -0.01
C -3.38468 1.57144 -1.57663 1.68 0.12 -0.89
O -2.24427 1.18523 -0.82013 -1.24 0.35 0.78
C -2.56090 0.68513 0.45942 0.22 -0.04 0.50
N -1.83927 1.05097 -3.47637 -0.39 0.03 -0.23
H -4.44149 1.25209 -3.93405 -0.65 0.32 -0.37
H -3.54036 2.50800 -4.85823 -0.14 -0.20 -0.16
H -4.55742 3.06543 -3.56407 -0.43 -0.37 0.07
H -2.23745 2.92100 -2.79044 0.00 0.13 0.36
H -4.10046 0.75659 -1.68513 -0.08 -0.27 0.04
H -3.90760 2.46069 -1.22464 -0.03 -0.07 0.67
H -3.01077 -0.30763 0.44723 -0.30 -0.03 -0.31
H -3.22679 1.37031 0.98403 0.03 0.07 0.18
H -1.62234 0.55186 0.99742 0.01 0.27 0.06
H -2.44711 0.34485 -3.86627 0.34 -0.82 -0.31
H -1.54497 1.59126 -4.27735 0.71 -0.43 -0.48
```
Forces are in eV/Å.

These are the Löwdin partial charges, in e, on atoms 1 to 5:
1. Ag 0.72
2. C -0.02
3. C -0.41
4. C -0.15
5. C -0.19